1.
{
  "formula": "C4H6O3S",
  "method": "the ωB97M-V functional and the def2-TZVPD basis",
  "species": ["C", "C", "C", "C", "H", "H", "H", "H", "H", "H", "O", "O", "O", "S"],
  "xyz": [[1.44945, 0.12677, -0.23549], [0.78770, -1.18484, 0.46157], [-1.38011, 0.32947, 0.08056], [0.83239, 1.31067, 0.22123], [3.13439, -0.33078, -0.83274], [1.09385, -0.10432, -1.31396], [1.66097, -2.15672, 0.30782], [0.81620, -0.94938, 1.60582], [1.25316, 2.24264, -0.31661], [0.93921, 1.65922, 1.25640], [2.72879, 0.07256, -0.08419], [-2.61282, 0.48094, 0.00236], [-0.67186, 1.42700, -0.09220], [-0.91170, -1.23107, -0.15510]],
  "multiplicity": 1,
  "homo_lumo_gap_ev": 9.58,
  "smiles": "O=C1OC[C@@H](O)CS1",
  "e_lumo_ev": 0.1573
}


2.
{
  "formula": "C34H43Cl2N2OP3W",
  "method": "the ωB97M-V functional and the def2-TZVPD basis",
  "species": ["P", "C", "C", "H", "C", "H", "C", "H", "C", "H", "C", "H", "C", "C", "H", "C", "H", "C", "H", "C", "H", "C", "H", "C", "C", "H", "C", "H", "C", "H", "C", "H", "C", "H", "W", "C", "C", "H", "C", "O", "H", "C", "H", "C", "Cl", "Cl", "P", "C", "H", "H", "H", "C", "H", "H", "H", "C", "H", "H", "H", "P", "C", "C", "H", "H", "H", "H", "H", "H", "C", "H", "H", "H", "H", "N", "C", "C", "C", "N", "C", "C", "H", "H", "H", "H", "H", "H"],
  "xyz": [[-0.36760, -3.45998, 1.86974], [-1.34212, -2.67036, 3.12486], [-2.47408, -3.47510, 3.24744], [-2.80192, -4.06976, 2.38852], [-3.07750, -3.69752, 4.47974], [-3.80206, -4.51167, 4.58842], [-2.71379, -2.91854, 5.58047], [-3.16611, -3.11270, 6.56177], [-1.77457, -1.89617, 5.39664], [-1.56380, -1.24447, 6.25841], [-1.09392, -1.73086, 4.17164], [-0.41721, -0.87175, 4.05320], [-1.02315, -3.16662, 0.24543], [-2.25554, -2.56735, -0.09115], [-2.76177, -1.85598, 0.56583], [-2.86242, -2.88187, -1.31357], [-3.85712, -2.48804, -1.57603], [-2.24760, -3.74471, -2.23308], [-2.77776, -4.08086, -3.15165], [-0.94053, -4.17156, -1.95891], [-0.44703, -4.84417, -2.66979], [-0.31143, -3.79586, -0.77985], [0.72517, -4.09042, -0.63521], [1.37230, -2.89720, 2.02798], [1.86766, -4.06260, 2.59513], [1.16127, -4.83178, 2.92068], [3.21198, -4.38556, 2.65974], [3.50156, -5.36564, 3.05468], [4.17257, -3.46224, 2.22731], [5.25061, -3.71869, 2.29013], [3.72197, -2.22887, 1.73628], [4.50043, -1.50216, 1.43065], [2.34058, -1.91673, 1.62661], [2.11765, -0.88844, 1.29319], [-0.33490, 3.15824, -0.04706], [0.00991, 2.45004, -2.09387], [0.15908, 1.13057, -2.45624], [0.02494, 3.15461, -2.98201], [0.24570, 0.11998, -1.36256], [1.49273, -0.54047, -1.31959], [1.36638, -1.22204, -0.64999], [0.08739, 1.04421, -0.17718], [-0.63343, -0.58373, -1.26194], [-0.46938, 1.44904, 0.92307], [-0.48632, 5.26708, -1.13022], [-1.12137, 4.04318, 2.09106], [-2.79088, 2.70158, -0.27920], [-3.65738, 4.22637, 0.20510], [-3.38496, 5.03246, -0.49087], [-3.31396, 4.49795, 1.21749], [-4.74011, 4.04397, 0.20816], [-3.29124, 2.39676, -1.99945], [-2.93486, 1.41462, -2.33079], [-2.84623, 3.15462, -2.65352], [-4.38365, 2.43086, -2.09027], [-3.65722, 1.37552, 0.63809], [-3.29886, 1.37124, 1.67785], [-3.46033, 0.39201, 0.17851], [-4.74092, 1.58956, 0.61610], [0.55626, 0.57202, -4.17778], [0.23657, 2.02808, -5.16266], [-0.53953, -0.77398, -4.61100], [0.87596, 2.85148, -4.83096], [-0.81053, 2.32869, -5.06066], [0.46137, 1.77442, -6.20126], [-0.37735, -1.62910, -3.94391], [-0.31340, -1.04365, -5.65005], [-1.58224, -0.44485, -4.51892], [2.27388, 0.08135, -4.28490], [2.91161, 0.93127, -4.02142], [2.45401, -0.23153, -5.31961], [2.47021, -0.73063, -3.57832], [-0.79201, 0.92354, 1.74934], [5.68803, 3.98696, 1.42047], [4.39307, 3.66333, 1.16503], [3.35830, 4.45535, 1.69784], [2.06318, 4.15935, 1.36594], [1.75464, 3.20429, 0.44174], [2.73679, 2.32505, 0.05423], [4.06122, 2.55527, 0.35834], [5.90289, 4.80587, 1.98433], [6.45758, 3.44958, 1.03879], [3.56793, 5.30022, 2.35563], [1.22339, 4.64760, 1.84541], [2.43462, 1.43322, -0.49853], [4.82872, 1.88474, -0.03302]],
  "s_squared": 2.0277,
  "multiplicity": 3,
  "homo_lumo_gap_ev": [6.58, 3.65],
  "e_lumo_ev": [-5.1188, -8.4563],
  "charge": 2
}


3.
{
  "formula": "C7H11NO",
  "method": "the ωB97M-V functional and the def2-TZVPD basis",
  "species": ["C", "C", "C", "C", "N", "C", "C", "C", "O", "H", "H", "H", "H", "H", "H", "H", "H", "H", "H", "H"],
  "xyz": [[0.73784, -0.45832, -0.19958], [1.34343, 0.43479, -1.26872], [-1.61966, -1.04539, -0.75580], [-0.71042, -0.13054, 0.03938], [-2.93476, -0.72331, -0.77665], [1.26272, -0.29926, 1.26257], [-1.14286, 0.98663, 0.63697], [2.25790, 0.48467, 1.63829], [-1.21399, -2.01973, -1.35712], [0.84561, -1.51043, -0.48109], [-3.55460, -1.29662, -1.32425], [-3.31800, 0.03175, -0.23952], [0.84197, -1.00862, 1.96521], [0.80687, 0.27768, -2.20340], [2.39844, 0.20223, -1.39316], [1.25932, 1.48693, -0.99779], [-2.13724, 1.39272, 0.55479], [-0.50096, 1.55529, 1.28960], [2.65528, 0.44966, 2.63969], [2.72310, 1.18986, 0.97058]],
  "multiplicity": 1,
  "homo_lumo_gap_ev": 10.06,
  "smiles": "C=C[C@H](C)C(=C)C(N)=O",
  "e_lumo_ev": 0.7012
}


4.
{
  "formula": "C32H39BrN2O10S",
  "method": "the ωB97M-V functional and the def2-TZVPD basis",
  "species": ["O", "N", "O", "C", "C", "C", "C", "C", "C", "C", "S", "C", "C", "C", "C", "C", "C", "C", "Br", "C", "C", "N", "H", "H", "H", "H", "H", "H", "H", "H", "H", "H", "H", "H", "H", "H", "H", "O", "C", "O", "C", "C", "C", "H", "H", "H", "H", "H", "H", "O", "C", "O", "C", "C", "C", "H", "H", "H", "H", "H", "H", "O", "C", "O", "C", "C", "C", "H", "H", "H", "H", "H", "H", "O", "C", "O", "C", "C", "C", "H", "H", "H", "H", "H", "H"],
  "xyz": [[1.24851, -1.39616, 2.72067], [0.66923, -0.40663, 2.51062], [1.57577, 0.61366, 2.06472], [1.59480, 0.58481, 0.62377], [1.14702, 1.86064, -0.06145], [1.87155, 2.24781, -1.16631], [1.54054, 3.36292, -1.88547], [0.46724, 4.12744, -1.48548], [-0.28639, 3.77685, -0.38932], [0.07014, 2.63610, 0.31202], [-0.98578, 2.24028, 1.70213], [-2.56727, 2.66463, 0.98099], [-3.68106, 1.89380, 1.19180], [-4.87878, 2.24170, 0.59410], [-4.90117, 3.35710, -0.21605], [-6.21207, 3.72807, -0.91828], [-7.02224, 2.52910, -1.41021], [-6.36239, 1.65500, -2.51173], [-4.92345, 2.49928, -3.52072], [-3.77953, 4.13082, -0.40055], [-2.58124, 3.79191, 0.19356], [-1.40296, 4.56615, 0.00448], [2.58499, 0.30535, 0.25217], [0.90708, -0.21195, 0.29519], [2.69850, 1.60070, -1.45378], [2.09889, 3.65342, -2.76911], [0.23445, 5.00390, -2.08895], [-3.56988, 1.02092, 1.83010], [-5.74126, 1.61797, 0.79325], [-6.83778, 4.29235, -0.21105], [-5.98754, 4.42913, -1.72893], [-7.26221, 1.85000, -0.58537], [-7.99413, 2.87074, -1.78270], [-7.14178, 1.43068, -3.24388], [-6.05998, 0.68358, -2.11747], [-3.86230, 5.01704, -1.02936], [-1.61056, 5.19763, -0.76334], [5.22710, 1.09430, 0.06921], [5.47852, 0.18072, 0.80361], [5.57601, -1.10368, 0.38878], [5.76873, -1.97137, 1.52624], [6.33581, -1.08115, 2.61401], [5.67937, 0.25977, 2.30282], [4.80104, -2.40117, 1.80179], [6.45057, -2.77358, 1.26837], [6.13521, -1.45025, 3.61775], [7.41682, -1.00042, 2.49630], [4.70377, 0.35871, 2.78351], [6.31613, 1.10108, 2.56273], [8.19277, -3.72166, 2.82185], [8.11572, -4.64713, 2.06619], [7.77165, -4.52936, 0.75031], [7.66418, -5.84193, 0.16519], [8.49778, -6.75102, 1.05122], [8.33139, -6.10391, 2.41837], [6.61029, -6.12782, 0.15002], [8.03639, -5.81008, -0.85634], [8.18427, -7.79262, 1.01301], [9.54538, -6.70433, 0.74826], [7.44653, -6.47285, 2.93992], [9.21455, -6.22372, 3.03956], [4.21356, -6.37921, 4.09292], [3.11128, -5.91595, 4.05314], [2.01572, -6.56189, 4.52597], [0.83204, -5.79685, 4.23498], [1.31802, -4.37091, 4.03786], [2.70821, -4.58360, 3.45166], [0.36823, -6.20644, 3.33459], [0.13101, -5.88649, 5.06194], [0.66100, -3.77526, 3.40949], [1.40023, -3.87211, 5.00527], [2.68301, -4.68061, 2.36492], [3.40187, -3.80046, 3.74566], [-9.33438, 2.11903, -4.36880], [-8.98419, 3.10374, -4.95284], [-8.33962, 4.12946, -4.34841], [-8.14777, 5.20692, -5.28005], [-8.22843, 4.56290, -6.65463], [-9.21349, 3.42331, -6.41575], [-8.93459, 5.94765, -5.11984], [-7.18215, 5.67365, -5.09766], [-8.53281, 5.25612, -7.43691], [-7.25477, 4.15343, -6.92892], [-10.24883, 3.74094, -6.54844], [-9.00008, 2.55935, -7.03891]],
  "multiplicity": 1,
  "homo_lumo_gap_ev": 7.35,
  "smiles": "O=NOCc1cccc2c1Sc1ccc(CCCBr)cc1N2.O=C1CCCO1.O=C1CCCO1.O=C1CCCO1.O=C1CCCO1",
  "e_lumo_ev": -0.3245
}


5.
{
  "formula": "C26H51Cl3FeN2O3PSi",
  "method": "the ωB97M-V functional and the def2-TZVPD basis",
  "species": ["C", "C", "H", "H", "H", "C", "C", "H", "H", "H", "H", "Fe", "Cl", "Cl", "H", "H", "C", "C", "N", "H", "C", "O", "H", "H", "H", "H", "H", "H", "C", "C", "N", "H", "C", "O", "H", "H", "H", "H", "O", "C", "C", "C", "H", "C", "H", "C", "H", "C", "C", "H", "H", "H", "Si", "Cl", "C", "C", "C", "H", "H", "H", "H", "H", "H", "H", "H", "H", "C", "C", "P", "C", "C", "C", "C", "H", "H", "H", "H", "H", "H", "H", "H", "H", "H", "H", "H", "H", "H", "H"],
  "xyz": [[-1.59461, -1.61420, -3.48174], [-1.12630, -2.59516, -2.46948], [-1.35896, -1.94586, -4.49536], [-1.12245, -0.63460, -3.30211], [-2.68585, -1.46986, -3.40577], [-0.62492, -3.81570, -2.72247], [-0.46234, -4.40530, -4.08155], [-0.26540, -4.44944, -1.89945], [-0.54085, -3.65932, -4.88012], [-1.21560, -5.18105, -4.27191], [0.51531, -4.89753, -4.16375], [0.11956, 0.65064, -0.15575], [-2.11450, 0.73757, 0.57646], [0.56163, 1.92821, -1.96084], [0.89179, 4.85560, 3.42114], [-1.40827, 5.76732, 2.53496], [1.14514, 4.74977, 2.35769], [-1.07127, 5.51169, 1.52308], [-0.06045, 4.46311, 1.58753], [1.86354, 3.93820, 2.22157], [-0.25028, 3.27870, 1.00840], [0.59420, 2.34012, 1.04354], [-1.92262, 5.14544, 0.93673], [-1.21835, 3.14606, 0.49209], [1.57110, 5.69966, 2.01499], [-0.65279, 6.40493, 1.04486], [1.47884, -1.05140, -2.97211], [2.28893, -3.54241, -1.75983], [2.47677, -0.76379, -2.60219], [3.17825, -2.90778, -1.60683], [2.81420, -1.51370, -1.39771], [2.48283, 0.31157, -2.38791], [2.66940, -1.05242, -0.15228], [2.15746, 0.05370, 0.16460], [3.72594, -3.26050, -0.72135], [3.06168, -1.73270, 0.62544], [3.20780, -1.00476, -3.38021], [3.81590, -2.98998, -2.49318], [-0.15237, -1.13567, -0.92281], [-1.14644, -2.06609, -1.04085], [0.11663, -3.59650, 0.56096], [-1.08674, -3.15981, 0.03871], [1.03500, -3.06616, 0.26685], [0.13962, -4.67478, 1.45961], [-2.11697, -1.57270, -0.90791], [-2.29148, -3.70931, 0.48360], [1.10807, -5.04500, 1.79857], [-1.06040, -5.23642, 1.89719], [-2.27959, -4.77658, 1.38071], [-3.22072, -3.26907, 0.09794], [-1.03715, -6.05018, 2.63262], [-3.21721, -5.23785, 1.67800], [-0.54942, 3.73676, -4.03667], [-1.02026, 1.78133, -4.75423], [1.30841, 4.09871, -3.88076], [-1.78240, 4.25264, -2.71619], [-0.94493, 4.97043, -5.44528], [1.87247, 3.35784, -3.28978], [1.44170, 5.08505, -3.40916], [1.75481, 4.14551, -4.89225], [-0.22906, 4.86823, -6.26649], [-0.89110, 6.00960, -5.08702], [-1.95132, 4.81495, -5.84863], [-1.78324, 3.59651, -1.83088], [-2.79769, 4.25424, -3.15874], [-1.55775, 5.28183, -2.40191], [2.65223, -0.86484, 3.43330], [1.26318, -1.49473, 3.42925], [-0.04656, -0.48390, 2.59143], [-1.51801, -1.49075, 3.10999], [-2.06815, -1.32654, 4.51320], [-0.13176, 1.01659, 3.67122], [0.13527, 0.84154, 5.14937], [2.90476, -0.44435, 2.44970], [3.39230, -1.64196, 3.67023], [2.75174, -0.07427, 4.18353], [1.28461, -2.46334, 2.90613], [0.92365, -1.69599, 4.45774], [-2.27608, -1.21000, 2.36541], [-1.25650, -2.54072, 2.91813], [-2.40442, -0.30355, 4.71015], [-2.93605, -1.98437, 4.63626], [-1.34322, -1.61051, 5.28101], [0.59807, 1.71595, 3.24019], [-1.12371, 1.45489, 3.47789], [1.04149, 0.26102, 5.33750], [0.27443, 1.82735, 5.60873], [-0.70217, 0.36013, 5.66531]],
  "s_squared": 6.0099,
  "multiplicity": 5,
  "homo_lumo_gap_ev": [6.80, 6.03],
  "e_lumo_ev": [2.5028, 2.5022],
  "charge": -1
}